Entry 1:
{"formula": "C10H24BCl18FNO2", "method": "ωB97M-V with the def2-TZVPD basis set", "symbols": ["C", "O", "B", "O", "N", "F", "H", "H", "H", "H", "H", "H", "C", "Cl", "Cl", "H", "H", "C", "Cl", "Cl", "H", "H", "C", "Cl", "Cl", "H", "H", "C", "Cl", "Cl", "H", "H", "C", "Cl", "Cl", "H", "H", "C", "Cl", "Cl", "H", "H", "C", "Cl", "Cl", "H", "H", "C", "Cl", "Cl", "H", "H", "C", "Cl", "Cl", "H", "H"], "positions_angstrom": [[1.22, 3.98, -0.59], [1.61, 3.00, 0.42], [2.14, 1.85, -0.12], [3.29, 1.72, -0.89], [1.37, 0.53, 0.20], [0.45, 0.33, -0.80], [1.10, 4.95, -0.07], [0.24, 3.75, -1.06], [1.96, 4.04, -1.40], [4.05, 1.85, -0.32], [0.86, 0.57, 1.13], [2.06, -0.23, 0.20], [1.17, 1.95, -4.10], [1.06, 3.68, -3.74], [1.55, 1.67, -5.80], [1.95, 1.51, -3.48], [0.21, 1.49, -3.87], [-3.22, 3.46, -0.30], [-2.64, 5.00, -0.93], [-2.12, 2.14, -0.72], [-3.29, 3.52, 0.79], [-4.20, 3.25, -0.72], [0.67, -3.34, 0.40], [1.13, -2.54, 1.92], [2.06, -4.13, -0.35], [-0.09, -4.09, 0.61], [0.28, -2.59, -0.29], [3.15, 0.75, 3.81], [4.34, 1.16, 2.57], [1.56, 0.36, 3.11], [3.51, -0.12, 4.35], [3.04, 1.59, 4.48], [-1.96, 1.91, -6.70], [-2.04, 2.14, -4.94], [-3.17, 0.74, -7.25], [-2.14, 2.86, -7.19], [-0.97, 1.54, -6.95], [-1.77, -4.20, 3.29], [-2.26, -4.66, 1.65], [-2.65, -5.13, 4.51], [-0.71, -4.40, 3.40], [-1.97, -3.15, 3.44], [-5.65, -6.47, 5.97], [-4.45, -7.38, 6.89], [-7.07, -6.10, 6.95], [-5.21, -5.54, 5.63], [-5.96, -7.06, 5.11], [-1.04, 1.69, 5.65], [-0.86, 2.48, 4.08], [-0.84, -0.06, 5.52], [-0.29, 2.08, 6.33], [-2.03, 1.90, 6.03], [4.50, -0.77, -7.04], [4.44, 0.01, -8.62], [4.73, -2.52, -7.19], [5.33, -0.36, -6.47], [3.57, -0.59, -6.52]], "energy_ha": -9008.549545, "total_charge": 1, "spin_multiplicity": 1, "e_lumo_ha": -0.1582}

---

Entry 2:
{"formula": "C17H33FN2O7", "method": "ωB97M-V with the def2-TZVPD basis set", "symbols": ["N", "C", "C", "C", "C", "O", "O", "C", "O", "C", "N", "C", "F", "C", "O", "H", "H", "H", "H", "H", "H", "H", "H", "H", "C", "C", "C", "O", "H", "H", "H", "H", "H", "H", "H", "H", "C", "C", "C", "O", "H", "H", "H", "H", "H", "H", "H", "H", "C", "C", "C", "O", "H", "H", "H", "H", "H", "H", "H", "H"], "positions_angstrom": [[0.12, 1.90, -0.24], [-1.20, 1.11, -0.17], [-0.82, -0.45, -0.50], [0.04, -1.34, 0.34], [0.67, -0.79, 1.78], [1.94, -1.45, 2.11], [2.93, -0.59, 2.07], [0.35, -2.89, -0.21], [0.46, -3.95, 0.60], [0.56, -3.00, -1.86], [1.55, -3.95, -2.49], [-0.29, -2.09, -2.71], [-0.14, -2.09, -4.18], [-1.38, -1.12, -1.92], [-2.63, -0.87, -2.32], [-0.05, 2.87, -0.59], [0.74, 1.36, -0.90], [-1.77, 1.28, 0.84], [-1.87, 1.50, -1.08], [-0.12, -1.14, 2.61], [0.71, 0.38, 1.85], [2.80, 0.05, 1.28], [2.52, -3.82, -2.13], [1.52, -3.94, -3.53], [-3.82, -1.51, -7.00], [-4.15, -2.81, -6.29], [-4.62, -2.56, -4.87], [-2.99, -3.64, -6.26], [-3.01, -0.98, -6.49], [-3.47, -1.70, -8.02], [-4.69, -0.85, -7.05], [-4.92, -3.35, -6.85], [-3.84, -2.07, -4.28], [-4.84, -3.51, -4.36], [-5.52, -1.94, -4.85], [-2.29, -3.17, -5.77], [4.11, 4.93, 0.30], [3.24, 3.69, 0.44], [2.83, 3.45, 1.89], [3.96, 2.55, -0.04], [5.03, 4.82, 0.88], [4.40, 5.08, -0.74], [3.58, 5.82, 0.65], [2.34, 3.79, -0.18], [3.71, 3.30, 2.52], [2.22, 2.55, 1.97], [2.27, 4.30, 2.28], [4.76, 2.45, 0.51], [1.20, 0.40, 5.79], [-0.29, 0.70, 5.67], [-0.99, 0.52, 7.00], [-0.87, -0.18, 4.71], [1.37, -0.64, 6.10], [1.69, 0.51, 4.82], [1.68, 1.06, 6.51], [-0.43, 1.72, 5.31], [-0.90, -0.51, 7.36], [-2.06, 0.73, 6.90], [-0.58, 1.19, 7.76], [-0.75, -1.09, 5.02]], "de_lowest_kcal_mol": 146.5, "energy_ha": -1403.207181, "spin_multiplicity": 1, "e_lumo_ha": -0.0617}

---

Entry 3:
{"formula": "C2H8N2S", "method": "ωB97M-V with the def2-TZVPD basis set", "symbols": ["C", "S", "H", "H", "H", "N", "C", "N", "H", "H", "H", "H", "H"], "positions_angstrom": [[-1.45, 0.93, -1.14], [-0.81, 1.82, 0.29], [-2.17, 1.53, -1.71], [-0.75, 0.50, -1.86], [-2.11, 0.08, -0.89], [-0.04, -1.22, 0.86], [1.23, -0.85, 0.83], [1.65, 0.29, 0.36], [-0.79, -0.55, 1.03], [-0.13, -2.13, 1.28], [1.98, -1.62, 0.99], [2.57, 0.25, -0.07], [0.82, 0.99, 0.03]], "de_lowest_kcal_mol": 19.9, "energy_ha": -588.648097, "spin_multiplicity": 1, "e_lumo_ha": 0.0076}